3 unconnected molecules or ions with the total composition C5H7N3 in a non-equilibrium geometry, computed with wB97M-V/def2-TZVPD.

Its net charge is 0. The value obtained for the energy above the lowest of the compared OMol25 structures with the same formula, charge and spin is 132.1 kcal per mole. The calculation puts the strongest force on any atom at 6.53 eV/Å. As for the molecular weight: 109.132 g/mol. As for the gap between HOMO and LUMO: 9.71 eV.

The geometry in XYZ format:
```
15
Properties=species:S:1:pos:R:3:lowdin_charge:R:1
C -2.3972 -1.0651 0.0901 -0.11
C -1.1877 -0.0749 -0.1937 -0.38
C 0.0455 1.7449 -0.0866 -0.18
C 1.1146 -0.2806 0.1655 -0.47
C 2.4190 -1.0212 -0.0381 -0.05
H -1.9442 -1.9217 1.3223 0.18
H -3.6515 -0.3629 0.5412 0.18
H -2.4471 -1.9217 -0.7232 0.05
H 0.3017 2.8361 0.0575 0.14
H 2.1138 -2.1219 0.0358 0.09
H 3.2594 -0.5636 0.7013 0.12
H 2.7177 -0.6479 -1.1081 0.11
N -1.1603 1.1851 -0.1107 0.11
N 1.0734 1.0296 0.2607 0.09
N 0.0419 -0.9455 -0.2142 0.13
```

15 unconnected molecules or ions with the total composition H30O15 in a non-equilibrium geometry, computed with wB97M-V/def2-TZVPD.

Its net charge is 0. The value obtained for the energy above the lowest of the compared OMol25 structures with the same formula, charge and spin is 167.7 kcal per mole. The calculation puts the strongest force on any atom at 5.45 eV/Å. As for the molecular weight: 270.225 g/mol. As for the gap between HOMO and LUMO: 9.22 eV.

The geometry in XYZ format:
```
45
Properties=species:S:1:pos:R:3:lowdin_charge:R:1
H -0.0707 -0.2588 0.7444 0.07
H 0.6943 -0.8725 -0.4696 -0.02
H -0.1244 -2.0206 -5.1713 0.03
H -0.3389 -3.0511 -4.0648 0.09
H -3.6176 2.3631 2.7721 0.11
H -2.1487 2.3473 3.1039 0.02
H 2.9113 0.3903 -0.9745 0.05
H 3.7368 -0.7014 -0.2931 0.04
H -2.1719 -2.6450 0.3265 -0.02
H -1.1251 -2.8574 1.2177 0.06
H 3.4717 1.5395 -2.8962 -0.05
H 4.6972 1.8590 -3.9041 0.06
H 1.6172 4.0064 2.8280 0.07
H 1.4990 3.0783 1.5639 0.01
H -1.4621 4.1184 2.5222 0.04
H -1.7425 4.5560 0.9633 0.10
H 0.4533 -1.1788 2.3983 0.09
H 1.0966 -2.3317 1.6200 -0.03
H -1.4600 0.5280 0.1312 -0.05
H -2.8451 1.2994 0.0752 0.06
H 3.0410 2.5040 -0.7879 0.10
H 4.3979 2.1817 -1.2986 0.03
H -2.3365 -3.3067 -3.0265 0.02
H -2.3865 -3.4857 -1.5852 -0.02
H 4.0048 -3.8620 1.8129 0.05
H 3.6008 -2.6178 0.8602 0.05
H -3.2689 0.2335 3.6101 0.06
H -4.5216 0.4056 4.6518 0.01
H -1.5616 -0.7344 -2.8830 0.02
H -0.3457 0.0356 -3.3852 0.04
O -0.1265 -0.8449 -0.0676 -0.10
O -0.6239 -2.8456 -5.0489 -0.10
O -2.7198 1.9848 2.4399 -0.12
O 3.0387 -0.0605 -0.0886 -0.06
O -1.8504 -2.1896 1.0690 -0.04
O 3.7286 1.6823 -3.7972 -0.09
O 1.0554 3.7617 2.0439 -0.06
O -1.7124 3.7871 1.6414 -0.12
O 1.2360 -1.4800 1.8636 -0.04
O -2.3392 0.5319 0.4133 -0.06
O 3.6595 2.6929 -1.5814 -0.07
O -2.7771 -3.8485 -2.3476 -0.02
O 3.7950 -2.9071 1.8113 -0.09
O -4.0007 -0.2429 4.1742 -0.12
O -0.8251 -0.2120 -2.5831 -0.04
```

C3H4N4O in the gas phase in a non-equilibrium geometry, computed with wB97M-V/def2-TZVPD.

Its net charge is 0. As for the SMILES: [H]/N=c1/ncc(N)no1. The value obtained for the energy above the lowest of the compared OMol25 structures with the same formula, charge and spin is 70.3 kcal per mole. The calculation puts the strongest force on any atom at 3.45 eV/Å. As for the molecular weight: 112.092 g/mol. As for the gap between HOMO and LUMO: 8.77 eV.

The geometry in XYZ format:
```
12
Properties=species:S:1:pos:R:3:lowdin_charge:R:1
C 0.5551 0.1957 0.6793 -0.38
C 0.6886 -0.9209 -0.3186 -0.04
C -1.0680 -0.0593 -1.4438 -0.48
H 1.3679 1.1315 2.2928 0.13
H 1.7962 -0.5203 2.2909 0.12
H 1.3920 -1.6822 -0.0655 0.11
H -2.7804 0.4688 -1.5502 0.06
N 1.1269 0.1846 1.9018 0.09
N -0.0835 -1.0008 -1.3059 0.15
N -2.2119 -0.3030 -1.8567 0.19
N -0.0174 1.2851 0.2524 0.08
O -0.7653 1.2207 -0.8764 -0.04
```

2 unconnected molecules or ions with the total composition C8H10F3P in a non-equilibrium geometry, computed with wB97M-V/def2-TZVPD.

Its net charge is 0. As for the SMILES: CCC#CC(F)(F)F.CC=C=P. The calculation puts the strongest force on any atom at 4.71 eV/Å. As for the molecular weight: 194.136 g/mol. As for the gap between HOMO and LUMO: 9.33 eV.

The geometry in XYZ format:
```
22
Properties=species:S:1:pos:R:3:lowdin_charge:R:1
C -0.0889 2.6529 0.5518 -0.08
C 0.9664 1.5429 0.5634 -0.27
C -0.3727 -1.1225 -0.4695 -0.02
C 0.6626 -1.3675 0.0750 0.07
C 1.7629 1.2601 -0.4046 -0.60
C -2.7437 -1.2140 0.1613 -0.07
C -1.6971 -0.7941 -0.8644 -0.26
C 1.8749 -1.8271 0.6798 -0.60
F 1.7546 -3.1486 1.0743 0.11
F 2.1468 -1.1575 1.8538 0.10
F 2.8706 -1.6106 -0.1574 0.14
P 3.0581 1.5357 -1.2701 0.83
H -0.5840 2.4010 -0.4960 0.11
H -0.8472 2.6481 1.3295 0.07
H 0.7993 1.0526 1.5058 0.10
H 0.3315 3.5899 0.5459 0.03
H -2.8465 -2.2439 0.1417 0.06
H -2.4469 -0.8307 1.1215 0.08
H -3.6566 -0.9223 -0.2598 0.06
H -1.8100 0.1867 -1.4133 0.13
H -1.8964 -1.2900 -1.8708 0.14
H 2.7625 0.6589 -2.3978 -0.13
```

A molecular structure, C24H31BGeN3O4Pt, computed with wB97M-V/def2-TZVPD.

Its net charge is -1. The value obtained for the energy above the lowest of the compared OMol25 structures with the same formula, charge and spin is 15.0 kcal per mole. The calculation puts the strongest force on any atom at 0.37 eV/Å. As for the molecular weight: 704.029 g/mol. As for the gap between HOMO and LUMO: 6.95 eV.

The geometry in XYZ format:
```
65
Properties=species:S:1:pos:R:3:lowdin_charge:R:1
Pt -0.6758 0.1960 0.4119 0.96
N -2.4708 -3.4586 -5.2610 0.14
C -2.4827 -3.5004 -4.1123 -0.19
C -2.5070 -3.5516 -2.6762 -0.21
C -3.0982 -4.6286 -2.0216 -0.03
C -3.0968 -4.6388 -0.6399 -0.06
C -2.5050 -3.5719 0.0271 -0.12
N -1.9434 -2.5436 -0.5956 0.09
C -1.9391 -2.5267 -1.9183 -0.08
H -3.5453 -5.4323 -2.5916 0.12
H -3.5451 -5.4526 -0.0867 0.10
H -2.4860 -3.5316 1.1114 0.11
H -1.4650 -1.6692 -2.3848 0.11
C -3.7344 2.4166 0.6983 -0.23
Ge -2.3072 2.7154 -0.6245 0.71
C -0.9420 3.8888 0.1615 -0.23
C -3.1073 3.7746 -2.1001 -0.25
C -1.6199 1.0004 -1.2406 -0.47
H -3.9530 3.3338 1.2489 0.01
H -3.4351 1.6485 1.4146 0.00
H -4.6503 2.0840 0.2057 0.01
H -1.3909 4.5404 0.9149 0.01
H -0.4883 4.5170 -0.6082 0.01
H -0.1584 3.2885 0.6207 0.00
H -3.5394 4.7091 -1.7337 0.00
H -3.8908 3.2089 -2.6086 0.00
H -2.3362 4.0214 -2.8333 0.00
H -1.0234 1.1709 -2.1447 -0.02
H -2.4705 0.3710 -1.5364 -0.02
C 3.1850 -0.4545 -3.1640 -0.02
C 2.8599 0.0892 -1.7839 -0.49
C 3.9025 -0.3807 -0.7759 -0.01
O 1.5911 -0.4448 -1.3706 0.06
B 0.9461 0.5255 -0.5983 -0.79
O 1.5985 1.7488 -0.7210 0.06
C 2.6114 1.6269 -1.7288 -0.49
C 2.0191 2.1795 -3.0224 -0.01
C 3.8130 2.4537 -1.3090 -0.01
H 3.3172 -1.5354 -3.1005 0.09
H 4.1125 -0.0179 -3.5440 0.09
H 2.3837 -0.2515 -3.8720 0.08
H 3.9118 -1.4720 -0.7745 0.09
H 3.6444 -0.0554 0.2316 0.08
H 4.9019 -0.0253 -1.0361 0.08
H 1.1357 1.6082 -3.3114 0.09
H 2.7391 2.1595 -3.8429 0.08
H 1.7119 3.2121 -2.8503 0.09
H 4.1605 2.1614 -0.3204 0.09
H 3.5309 3.5071 -1.2745 0.09
H 4.6326 2.3392 -2.0236 0.09
O 2.3452 -0.2829 2.3034 0.07
C 1.2875 -0.6293 2.7898 -0.43
N 0.0521 -0.6317 2.1937 -0.03
C -0.8988 -1.0583 3.0772 -0.47
O -2.0961 -1.1390 2.8513 0.03
C -0.2207 -1.4183 4.3742 -0.09
C -0.7126 -1.9101 5.5639 -0.01
C 0.2034 -2.1271 6.5932 -0.09
C 1.5566 -1.8550 6.4172 -0.09
C 2.0383 -1.3574 5.2064 -0.01
C 1.1215 -1.1489 4.1996 -0.09
H -1.7686 -2.1131 5.6888 0.11
H -0.1410 -2.5109 7.5459 0.09
H 2.2436 -2.0320 7.2360 0.09
H 3.0877 -1.1392 5.0547 0.11
```

3 unconnected molecules or ions with the total composition C5H15NO3 in a non-equilibrium geometry, computed with wB97M-V/def2-TZVPD.

Its net charge is 0. As for the SMILES: NC(=O)O.CC(C)C.O. The value obtained for the energy above the lowest of the compared OMol25 structures with the same formula, charge and spin is 16.8 kcal per mole. The calculation puts the strongest force on any atom at 3.62 eV/Å. As for the molecular weight: 137.179 g/mol. As for the gap between HOMO and LUMO: 10.74 eV.

The geometry in XYZ format:
```
24
Properties=species:S:1:pos:R:3:lowdin_charge:R:1
C -2.3178 0.2175 -1.3018 -0.61
N -3.5962 0.4486 -1.6405 0.21
O -1.9940 0.5977 0.9881 -0.20
O -1.9381 -0.9036 -0.8358 -0.01
O -1.4805 1.1511 -1.7564 0.14
H -1.8927 -0.4500 0.4349 0.10
H -0.5989 0.9905 -1.3867 0.10
H -2.4717 0.5764 1.8211 0.01
H -3.8816 1.3914 -1.8436 0.12
H -4.2900 -0.2042 -1.3217 0.13
C 1.4035 -0.0577 0.5642 -0.49
C 1.1902 -1.4912 1.0518 -0.08
C 1.6687 -0.0451 -0.9437 -0.10
C 2.5482 0.6168 1.3210 -0.09
H 0.4871 0.5072 0.7659 0.10
H 2.0855 -2.0931 0.8833 0.08
H 0.8735 -0.5640 -1.4827 0.07
H 2.3448 0.6389 2.3921 0.07
H 3.4849 0.0780 1.1636 0.08
H 0.3631 -1.9606 0.5183 0.07
H 0.9636 -1.5091 2.1184 0.08
H 1.7561 0.9757 -1.3243 0.08
H 2.6060 -0.5568 -1.1713 0.08
H 2.6864 1.6457 0.9860 0.07
```

Electronic energy for every record listed, in sequence, given in Ha: -358.80787 -1146.37286 -410.89132 -951.59024 -3619.66280 -479.98487.